[1]
# C29H46BrHgN3P2

A molecular structure, C29H46BrHgN3P2 in a non-equilibrium geometry (ωB97M-V/def2-TZVPD, the Open Molecules 2025 dataset).

Values from the calculation:
Energy above the lowest of the compared OMol25 structures with the same formula, charge and spin (kJ/mol): 342.1
Strongest force on any atom (eV/A): 2.88
Total charge: +2
HOMO energy (spin up / spin down) (eV): -13.11 / -13.49

Last column: Löwdin charge in e.
Atoms and positions in Å:
N -5.3852 3.9580 -4.0621  0.08
C -5.1312 4.2704 -2.8016  -0.11
C -4.3127 3.4723 -1.9870  -0.01
C -3.7045 2.2929 -2.4820  -0.19
C -4.0131 1.9825 -3.8357  0.00
C -4.8567 2.8414 -4.5624  -0.12
C -2.8301 1.5010 -1.5866  -0.04
Hg -0.1059 -0.3866 -0.9116  0.97
P 2.6692 -0.6258 -0.2506  0.95
C -1.5018 1.0865 -1.7668  -0.26
C -0.4953 2.1692 -1.4304  -0.31
C 0.5062 2.5770 -2.3215  -0.04
C 1.3190 3.6779 -2.0100  -0.09
C 1.2829 4.2644 -0.7088  -0.64
C 0.1060 4.0317 0.0700  -0.08
C -0.7089 2.9529 -0.2602  -0.04
Br 2.9031 4.5366 0.1719  0.87
H -3.2258 1.4990 -0.5680  0.12
H -1.3813 0.2739 -2.5166  0.08
H -4.1375 3.8125 -0.9772  0.11
H -3.6326 1.0793 -4.3355  0.11
H -5.6038 5.1652 -2.4036  0.12
H -5.1303 2.6333 -5.5998  0.12
H 0.5151 2.0925 -3.3097  0.13
H -1.5961 2.7719 0.3441  0.10
H 2.0127 4.0338 -2.7617  0.12
H -0.1971 4.7504 0.8534  0.13
P -0.6343 -2.5686 -0.3089  0.79
C 3.5847 0.9116 0.3751  -0.41
C 5.0789 1.0984 0.0962  -0.14
H 3.4101 1.0207 1.4591  0.08
H 3.0809 1.7589 -0.1026  0.00
H 5.4253 2.0863 0.4221  0.08
H 5.7027 0.3802 0.6468  0.06
H 5.2751 1.0369 -0.9805  0.07
C 3.8316 -1.1571 -1.6360  -0.40
C 5.1317 -1.8974 -1.3262  -0.14
H 4.0206 -0.2552 -2.2381  0.08
H 3.2394 -1.8302 -2.2609  0.06
H 5.6073 -2.2534 -2.2478  0.09
H 5.8909 -1.2541 -0.8565  0.06
H 4.8973 -2.7562 -0.6955  0.07
C 3.1196 -1.8386 1.1464  -0.39
C 4.4950 -1.6456 1.8184  -0.13
H 3.0054 -2.8645 0.7590  0.07
H 2.3571 -1.7104 1.9346  0.07
H 4.6804 -2.4194 2.5804  0.09
H 5.3422 -1.7156 1.1155  0.05
H 4.5215 -0.6483 2.2764  0.07
C -0.1843 -3.3065 1.2862  -0.35
C -1.1764 -4.4608 1.4282  -0.12
H -0.2181 -2.5681 2.1062  0.06
H 0.8588 -3.6609 1.2251  0.08
H -2.2017 -4.0949 1.6093  0.07
H -1.2420 -4.9918 0.4651  0.06
H -0.8801 -5.1999 2.1815  0.10
C -0.2691 -3.8345 -1.5617  -0.38
C -0.1421 -3.4074 -3.0350  -0.13
H -1.0829 -4.5777 -1.4875  0.09
H 0.6903 -4.2601 -1.2208  0.10
H -1.1110 -3.4776 -3.5427  0.08
H 0.2281 -2.3809 -3.1834  0.04
H 0.5432 -4.1055 -3.5438  0.09
C -2.4889 -2.5313 -0.3291  -0.38
C -3.0024 -1.7194 0.8560  -0.16
H -2.8148 -3.5797 -0.2884  0.09
H -2.7629 -2.0764 -1.2899  0.08
H -3.8005 -1.0315 0.5306  0.08
H -3.3979 -2.3703 1.6495  0.08
H -2.2396 -1.0749 1.3506  0.01
C -1.7922 2.6243 5.4384  -0.01
N -1.4826 1.4725 4.6071  -0.13
C -1.1180 0.2122 5.0767  -0.04
C -1.0592 -0.6177 3.9743  -0.15
N -1.3782 0.1221 2.8573  0.00
C -1.6290 1.3704 3.2463  -0.15
H -2.7619 2.5125 5.9393  0.10
H -1.0370 2.7784 6.2171  0.10
H -1.8323 3.5100 4.8030  0.09
H -0.9287 -0.0092 6.1087  0.12
H -0.8083 -1.6757 3.9294  0.09
H -1.9061 2.2174 2.6296  0.11


[2]
# C29H46Cl2N3OS

2 unconnected molecules or ions with the total composition C29H46Cl2N3OS in a non-equilibrium geometry (ωB97M-V/def2-TZVPD, the Open Molecules 2025 dataset).

Values from the calculation:
Strongest force on any atom (eV/A): 1.70
Total charge: +1
HOMO energy (eV): -9.38

Last column: Löwdin charge in e.
Atoms and positions in Å:
C 5.9746 -4.5601 3.0152  -0.11
C 5.2080 -3.2893 2.5548  -0.23
C 3.6933 -3.6047 2.5889  -0.25
N 2.9383 -2.6532 3.4211  -0.01
C 3.0530 -1.2766 3.0139  -0.30
C 3.7187 -0.4214 3.8689  -0.04
C 3.8458 0.9051 3.5404  -0.06
C 3.3169 1.3812 2.3639  -0.03
C 2.6275 0.5743 1.4881  -0.22
C 2.5291 -0.7711 1.8420  -0.35
S 1.6620 -1.8052 0.6664  1.04
C 2.3060 -1.1037 -0.8380  -0.44
C 2.6564 -1.8666 -1.9215  -0.09
C 3.1590 -1.3047 -3.0662  -0.05
C 3.3166 0.0683 -3.1056  -0.27
C 3.8647 0.6661 -4.3951  -0.63
Cl 3.6166 2.4463 -4.4771  0.62
C 5.3924 0.3119 -4.4981  -0.74
C 5.8720 0.1471 -5.9425  -0.12
Cl 6.3514 1.5376 -3.5952  0.59
C 2.9628 0.8196 -2.0125  0.00
C 2.4345 0.2788 -0.8567  -0.21
N 2.0227 1.0238 0.2768  -0.04
C 2.0548 2.4751 0.0923  -0.17
C 1.0015 3.1295 1.0450  -0.16
C -0.2930 2.2724 0.9865  -0.18
C -1.5819 3.0799 1.3552  -0.19
C -2.6521 2.8856 0.2602  -0.20
C -4.1189 2.8300 0.8075  -0.19
C -4.8735 1.6212 0.2095  -0.23
C -6.3909 1.8465 0.1442  -0.20
C -7.1551 0.6438 -0.4538  -0.18
C -8.0897 -0.0777 0.5299  -0.24
O -7.4200 -1.1791 1.1303  -0.20
C -8.3155 -2.1401 1.6731  -0.10
H 5.5573 -4.8316 3.9932  0.07
H 5.6928 -5.3825 2.3466  0.07
H 7.0540 -4.4060 3.0525  0.07
H 5.4651 -2.4329 3.1838  0.10
H 5.5197 -3.0845 1.5233  0.10
H 3.5582 -4.5909 3.0526  0.11
H 3.3204 -3.7039 1.5609  0.07
H 1.9648 -2.9172 3.5178  0.11
H 4.1070 -0.8013 4.8084  0.12
H 4.3608 1.5601 4.2368  0.11
H 3.4541 2.4382 2.1616  0.11
H 2.5100 -2.9434 -1.8602  0.11
H 3.4287 -1.8935 -3.9394  0.12
H 3.3429 0.2641 -5.2666  0.11
H 5.5152 -0.6518 -3.9993  0.09
H 5.5972 -0.8673 -6.2598  0.08
H 5.4468 0.8803 -6.6322  0.08
H 6.9645 0.1884 -5.9451  0.07
H 3.0825 1.8945 -2.0955  0.07
H 1.7446 2.7809 -0.9085  0.12
H 3.0524 2.9074 0.2556  0.12
H 1.3768 3.1989 2.0709  0.10
H 0.7688 4.1486 0.7156  0.11
H -0.3879 1.9826 -0.0662  0.10
H -0.2067 1.4089 1.6473  0.11
H -1.9646 2.6392 2.2867  0.10
H -1.3646 4.1290 1.5763  0.11
H -2.5459 3.7055 -0.4627  0.11
H -2.5083 1.9591 -0.3081  0.09
H -4.1233 2.7415 1.8955  0.11
H -4.6227 3.7263 0.4289  0.11
H -4.6762 0.7273 0.8205  0.12
H -4.5171 1.3928 -0.8079  0.10
H -6.6271 2.7324 -0.4555  0.11
H -6.7857 2.0231 1.1520  0.12
H -7.8113 0.9747 -1.2718  0.11
H -6.5048 -0.1403 -0.8727  0.07
H -8.4892 0.6179 1.2837  0.13
H -8.9661 -0.4690 -0.0154  0.12
H -9.3491 -1.7827 1.7383  0.09
H -8.3108 -3.0643 1.0748  0.08
H -7.9799 -2.4218 2.6772  0.09
N -5.9660 -1.9066 -2.7227  0.33
H -6.6827 -2.1378 -2.0274  0.15
H -5.1595 -1.4896 -2.2485  0.16
H -5.6748 -2.7561 -3.2124  0.16
H -6.3485 -1.2369 -3.3945  0.16